{
  "formula": "C31H60F3O29Rb",
  "method": "ωB97M-V/def2-TZVPD",
  "charge": 0,
  "homo_lumo_gap_ev": 6.27,
  "molar_mass_g_mol": 1039.25,
  "de_lowest_kj_mol": 200.2,
  "lumo_ev": -1.05,
  "multiplicity": 1,
  "energy_ev": -101303.197,
  "symbols": ["Rb", "C", "O", "O", "C", "F", "F", "F", "C", "C", "H", "H", "H", "H", "H", "H", "C", "O", "C", "O", "O", "C", "H", "H", "H", "H", "H", "H", "C", "O", "C", "O", "O", "C", "H", "H", "H", "H", "H", "H", "C", "O", "C", "O", "O", "C", "H", "H", "H", "H", "H", "H", "C", "O", "C", "O", "O", "C", "H", "H", "H", "H", "H", "H", "C", "O", "C", "O", "O", "C", "H", "H", "H", "H", "H", "H", "C", "O", "C", "O", "O", "C", "H", "H", "H", "H", "H", "H", "C", "O", "C", "O", "O", "C", "H", "H", "H", "H", "H", "H", "C", "O", "C", "O", "O", "C", "H", "H", "H", "H", "H", "H", "C", "O", "C", "O", "O", "C", "H", "H", "H", "H", "H", "H"],
  "coordinates": [[1.884, -6.826, 1.174], [0.254, -3.715, -0.601], [0.605, -2.348, -0.430], [1.410, -4.412, -0.460], [-0.975, -4.156, 0.238], [-1.101, -5.496, 0.220], [-0.960, -3.706, 1.517], [-2.121, -3.646, -0.286], [-0.343, -1.356, -0.754], [0.372, 0.000, -0.766], [-0.352, 0.817, -0.672], [1.109, 0.134, 0.025], [0.836, 0.157, -1.737], [-1.226, -1.342, -0.109], [-0.682, -1.512, -1.786], [-0.091, -3.784, -1.653], [-4.464, -0.899, 0.226], [-5.008, -1.333, -1.008], [-4.399, -0.959, -2.132], [-3.447, -0.249, -2.255], [-5.139, -1.442, -3.126], [-4.751, -1.138, -4.461], [-3.374, -0.924, 0.249], [-4.821, -1.592, 0.984], [-4.811, 0.119, 0.415], [-3.692, -1.319, -4.631], [-4.951, -0.067, -4.576], [-5.422, -1.590, -5.185], [-2.066, -3.754, -4.509], [-0.918, -3.047, -4.081], [-0.427, -2.179, -4.985], [-0.981, -1.846, -5.992], [0.714, -1.719, -4.517], [1.339, -0.625, -5.117], [-2.923, -3.463, -3.896], [-1.951, -4.834, -4.516], [-2.387, -3.400, -5.490], [0.943, -0.309, -6.090], [2.387, -0.790, -5.363], [1.257, 0.284, -4.523], [-6.521, 4.963, 1.365], [-5.772, 4.075, 0.538], [-4.436, 4.103, 0.749], [-3.825, 4.850, 1.446], [-3.950, 3.157, -0.027], [-2.537, 2.856, 0.073], [-7.255, 4.404, 1.947], [-7.146, 5.597, 0.735], [-5.844, 5.535, 1.992], [-2.128, 3.266, 0.992], [-2.083, 3.341, -0.789], [-2.513, 1.776, -0.044], [-3.521, -7.168, 1.448], [-3.895, -7.475, 2.793], [-4.598, -8.573, 3.004], [-5.134, -9.285, 2.210], [-4.663, -8.747, 4.335], [-5.276, -9.898, 4.840], [-4.045, -7.723, 0.675], [-2.463, -7.446, 1.383], [-3.596, -6.087, 1.385], [-6.181, -10.168, 4.282], [-5.672, -9.668, 5.828], [-4.606, -10.758, 4.787], [5.897, 2.720, -1.608], [4.842, 1.806, -1.864], [3.927, 2.090, -2.790], [2.977, 1.379, -2.963], [4.103, 3.312, -3.291], [3.637, 3.592, -4.603], [5.510, 3.690, -1.302], [6.542, 2.838, -2.485], [6.529, 2.246, -0.863], [2.550, 3.523, -4.663], [4.055, 2.844, -5.281], [3.989, 4.568, -4.919], [2.113, 0.587, 5.232], [1.363, 0.629, 3.997], [0.135, 0.097, 4.024], [-0.369, -0.436, 4.966], [-0.343, 0.277, 2.790], [-1.709, -0.035, 2.546], [1.950, -0.376, 5.715], [1.781, 1.458, 5.788], [3.156, 0.555, 4.929], [-1.787, -0.239, 1.481], [-2.395, 0.807, 2.655], [-1.987, -0.897, 3.148], [3.420, 2.848, 1.793], [3.605, 3.112, 3.178], [4.568, 3.981, 3.490], [5.439, 4.351, 2.749], [4.388, 4.333, 4.742], [5.338, 5.216, 5.306], [2.731, 2.023, 1.634], [4.326, 2.601, 1.246], [2.958, 3.727, 1.337], [6.215, 4.667, 5.645], [5.043, 5.894, 6.105], [5.686, 5.912, 4.538], [1.581, 7.037, -3.429], [0.954, 5.874, -3.910], [0.859, 4.868, -3.043], [1.297, 4.876, -1.921], [0.269, 3.859, -3.646], [0.083, 2.645, -2.908], [2.664, 6.917, -3.377], [1.198, 7.344, -2.454], [1.451, 7.966, -3.989], [-0.289, 2.730, -1.895], [0.879, 1.918, -3.050], [-0.687, 2.188, -3.541], [2.110, -2.277, 2.200], [3.143, -1.696, 3.007], [3.888, -0.745, 2.462], [3.744, -0.273, 1.357], [4.900, -0.502, 3.279], [5.915, 0.395, 2.867], [2.599, -2.692, 1.319], [1.348, -1.548, 1.946], [1.690, -3.144, 2.702], [6.691, 0.314, 3.624], [5.607, 1.442, 2.848], [6.258, 0.142, 1.866]],
  "forces_ev_per_angstrom": [[-0.2, 0.9, -0.6], [2.4, -0.4, -1.7], [-0.7, 0.4, 1.1], [-1.5, -0.9, 1.3], [0.5, 1.5, -0.3], [-0.1, -0.2, 0.5], [0.1, -0.7, 0.0], [0.0, -0.4, 0.0], [0.5, 0.5, -0.8], [-0.5, 0.2, -0.1], [-0.1, -0.1, 0.1], [0.1, -0.2, 0.0], [0.4, -0.2, 0.1], [0.1, -0.2, 0.2], [-0.4, -0.2, 0.1], [-0.5, -0.1, 0.1], [0.2, 0.3, 0.3], [0.1, -0.5, 0.0], [-1.0, 0.3, -0.2], [0.8, 0.2, 0.2], [-0.4, -1.2, -0.3], [-0.1, 1.8, 0.2], [-0.1, 0.0, -0.3], [-0.2, 0.1, 0.0], [0.1, 0.0, 0.2], [-0.1, -0.2, -0.1], [0.4, 0.0, -0.2], [0.1, -0.7, 0.4], [-1.5, 0.6, -0.4], [0.5, -0.3, -0.3], [-0.5, 0.2, 0.4], [0.0, 0.2, -0.6], [0.5, -0.5, 0.7], [0.4, 1.8, -1.6], [0.3, -0.3, 0.5], [0.4, 0.0, 0.2], [0.4, -0.3, -0.2], [-0.6, -0.6, 0.1], [0.1, -0.5, 0.7], [0.1, -0.4, 0.5], [-0.7, 0.2, -0.1], [0.2, 0.3, 0.5], [-1.0, -0.5, -1.0], [0.4, 0.5, 0.8], [0.4, -0.6, 0.0], [-0.8, 0.5, -0.6], [0.4, -0.3, 0.2], [0.4, 0.2, -0.2], [-0.2, 0.1, 0.0], [0.1, -0.3, 0.1], [0.3, -0.1, 0.1], [0.4, 0.0, 0.2], [1.0, 0.0, 0.2], [-0.1, -0.1, 0.0], [-0.5, -0.2, 1.1], [0.0, -0.4, -0.8], [0.6, 0.9, 0.0], [-1.4, -0.8, -0.4], [-0.4, 0.2, 0.3], [-0.1, 0.2, -0.2], [-0.1, -0.1, -0.4], [0.3, 0.1, -0.3], [0.7, -0.1, 0.2], [0.0, 0.1, 0.4], [0.7, 0.1, -0.4], [-0.1, -0.4, -0.2], [-0.7, 0.3, 1.4], [0.4, -0.2, -0.8], [0.8, 0.6, -0.3], [-0.4, -0.8, -0.5], [0.1, -0.1, 0.2], [-0.3, 0.1, -0.1], [-0.3, 0.1, 0.3], [0.0, 0.1, 0.0], [-0.1, 0.1, -0.1], [0.0, 0.1, 0.4], [-0.3, -0.7, -0.8], [0.1, -0.2, 0.0], [1.2, 0.6, -0.4], [-0.7, -0.3, 0.2], [-0.4, 0.4, -0.1], [-0.2, -0.3, -0.5], [-0.4, 0.3, 0.3], [0.5, -0.1, 0.5], [0.0, 0.7, 0.1], [0.3, -0.4, 0.1], [0.3, 0.2, 0.8], [-0.3, 0.1, -0.1], [-0.5, 0.3, -1.1], [0.0, -0.3, 0.3], [-0.2, -0.5, -1.0], [0.2, 0.2, 0.0], [-0.7, 0.5, 1.7], [1.7, 0.9, -0.8], [0.0, -0.1, 0.6], [0.2, 0.1, 0.3], [0.2, 0.1, -0.1], [-0.1, -0.2, 0.0], [-1.1, -0.8, 0.2], [0.1, -0.2, -0.2], [0.8, 1.3, 1.1], [-0.5, 0.6, -0.9], [0.8, 0.0, 0.7], [-0.2, 0.0, 0.0], [0.0, 0.1, 0.0], [-1.2, -1.2, -1.7], [0.0, -0.3, 0.3], [0.2, -0.6, 0.2], [-0.6, -0.8, -1.0], [0.4, 0.4, 0.1], [0.6, 0.7, 0.6], [-0.4, -0.1, 0.5], [0.7, -0.2, -0.9], [-0.1, -0.1, 1.1], [-0.2, -0.5, -1.6], [0.0, 0.1, 0.6], [0.1, 0.1, 1.0], [0.2, 0.5, -0.2], [-0.4, 0.3, -0.4], [0.0, 0.0, -0.1], [0.0, 0.3, 0.6], [0.1, -0.2, -0.2], [-0.4, -0.1, 0.0], [0.2, -0.1, 0.0]]
}